123
Properties=species:S:1:pos:R:3:forces:R:3:mulliken_charge:R:1 method="wB97M-V/def2-TZVPD" homo_lumo_gap_ev=10.357 lumo_energy_ev=0.40 spin_multiplicity=1 homo_ev=-10.0 smiles=COCCCCCC[C@](C#N)([C@H](C#N)CCO)C(F)(F)F.CCO.CCO.CCO.CCO.CCO.CCO.CCO.CCO.CCO
C 4.7579 -4.5082 0.4727 -0.055 0.012 0.079 -0.833
O 3.9709 -4.1126 -0.6294 0.075 0.198 -0.034 -0.284
C 4.5549 -4.4477 -1.8728 0.073 0.086 0.000 -0.509
C 3.8493 -3.7272 -3.0404 -0.132 -0.246 -0.044 -0.504
C 2.5409 -3.0197 -2.6775 0.048 0.036 0.443 -1.597
C 2.7249 -1.6894 -1.9248 -0.102 -0.352 -0.711 0.448
C 3.2836 -0.5978 -2.8503 -0.307 0.012 0.360 -0.996
C 4.0379 0.5817 -2.2112 0.030 -0.333 -0.380 -1.935
C 5.0178 0.2648 -1.0486 -0.010 0.140 0.113 2.321
C 5.8812 1.4562 -0.9295 -0.023 0.160 0.162 -0.914
N 6.5269 2.4014 -0.8497 -0.063 -0.033 -0.154 -0.594
C 5.9336 -0.9731 -1.3107 0.376 0.050 -0.074 3.343
C 6.9623 -1.0677 -0.2627 0.007 0.024 0.208 -0.526
N 7.7680 -1.1444 0.5522 -0.055 -0.055 -0.120 -0.551
C 6.6280 -0.9831 -2.6986 0.223 -0.145 0.046 -1.104
C 8.0241 -0.3585 -2.7907 0.041 0.069 -0.060 -0.672
O 9.0819 -1.2711 -2.5460 -0.117 -0.170 -0.197 -0.576
C 4.2532 0.1094 0.3213 0.029 0.040 0.125 0.748
F 4.3948 -1.1241 0.8357 -0.081 0.149 -0.040 -0.229
F 4.6977 0.9728 1.2434 0.021 -0.145 -0.102 -0.344
F 2.9395 0.3401 0.1843 0.087 -0.064 0.040 -0.205
H 4.3268 -4.0558 1.3640 -0.057 -0.037 -0.024 0.213
H 4.7649 -5.5957 0.5917 0.042 -0.041 -0.035 0.352
H 5.7901 -4.1528 0.3762 0.039 -0.014 -0.045 0.304
H 5.6165 -4.1624 -1.8487 0.048 -0.043 -0.020 0.148
H 4.5307 -5.5331 -2.0164 -0.052 -0.050 0.044 0.495
H 3.6211 -4.4713 -3.8054 0.074 -0.012 -0.019 0.534
H 4.5580 -3.0415 -3.5059 -0.038 0.143 -0.035 0.154
H 1.9306 -2.8677 -3.5694 0.076 0.046 -0.102 0.507
H 1.9746 -3.6803 -2.0202 -0.098 -0.052 -0.080 0.433
H 3.3705 -1.9177 -1.0865 -0.101 0.167 0.182 -0.320
H 1.7415 -1.4013 -1.5549 0.090 0.163 0.250 0.391
H 2.4334 -0.1647 -3.3815 0.076 0.023 -0.141 0.476
H 3.8943 -1.0684 -3.6185 0.198 0.024 0.012 0.424
H 3.3371 1.3446 -1.8803 0.047 -0.004 0.184 0.628
H 4.6338 1.0597 -2.9901 -0.029 0.051 0.008 0.620
H 5.3555 -1.8879 -1.1936 -0.303 0.107 -0.157 -1.795
H 6.7357 -2.0300 -2.9927 -0.026 -0.011 -0.078 0.384
H 5.9987 -0.5230 -3.4537 -0.200 0.044 0.081 0.498
H 8.1567 -0.0100 -3.8159 0.092 -0.009 0.025 0.418
H 8.1297 0.5150 -2.1427 -0.104 0.003 0.096 0.287
H 8.8194 -1.9150 -1.8809 0.071 0.179 0.186 0.366
C -0.1408 -1.4400 2.3984 -0.122 0.073 -0.033 -0.421
C -0.1124 -2.2343 1.1083 0.055 0.218 -0.048 0.350
O -1.1678 -1.8554 0.2244 0.034 -0.103 -0.001 -0.529
H -1.0911 -1.5706 2.9136 0.037 -0.075 0.048 -0.107
H 0.6600 -1.7523 3.0707 0.010 0.003 -0.007 0.453
H -0.0190 -0.3742 2.1872 0.068 -0.020 -0.005 -0.086
H -0.2477 -3.2965 1.3040 -0.030 -0.022 -0.035 0.391
H 0.8524 -2.0987 0.6044 0.030 -0.114 0.040 -0.368
H -1.0680 -0.9176 0.0352 -0.039 0.023 0.020 0.305
C -4.1628 -1.0687 4.8274 0.205 0.097 0.061 -0.682
C -3.6098 -2.3564 4.2531 -0.028 0.003 0.129 -0.296
O -2.3256 -2.6823 4.7873 0.004 -0.010 -0.063 -0.542
H -3.4733 -0.2435 4.6339 -0.002 -0.016 -0.052 0.205
H -5.1311 -0.8350 4.3902 -0.069 -0.025 0.010 0.284
H -4.2867 -1.1454 5.9104 -0.078 -0.011 -0.013 0.226
H -3.4704 -2.2723 3.1751 0.028 -0.036 -0.016 0.286
H -4.3027 -3.1849 4.4377 -0.036 0.017 -0.069 0.215
H -2.4183 -2.7792 5.7398 -0.008 0.030 0.015 0.302
C -9.4249 -2.9269 3.5556 0.002 0.019 0.109 -1.209
C -8.1719 -2.0882 3.3995 0.070 -0.155 -0.023 0.319
O -7.3147 -2.1813 4.5381 -0.109 0.072 -0.013 -0.453
H -9.9790 -2.6207 4.4440 -0.013 0.021 -0.015 0.327
H -10.0715 -2.8269 2.6832 0.024 -0.012 -0.022 0.337
H -9.1680 -3.9826 3.6679 -0.001 -0.012 -0.064 0.337
H -8.4284 -1.0340 3.3004 0.042 0.030 0.036 0.322
H -7.6269 -2.3942 2.5028 -0.077 0.035 -0.049 -0.214
H -7.0593 -3.1038 4.6351 0.013 -0.005 0.024 0.258
C 7.4898 5.6335 -3.7547 -0.064 -0.047 0.006 -0.924
C 6.8378 6.5563 -2.7414 0.062 -0.198 0.042 -0.119
O 5.7028 5.9526 -2.1267 0.003 0.061 -0.072 -0.526
H 6.7709 5.3428 -4.5207 0.018 0.058 -0.045 0.205
H 8.3364 6.1217 -4.2408 0.009 -0.005 0.008 0.300
H 7.8511 4.7240 -3.2686 0.050 0.034 0.031 0.391
H 6.4734 7.4604 -3.2269 -0.023 0.026 0.021 0.057
H 7.5613 6.8554 -1.9754 0.010 0.053 -0.026 0.308
H 6.0060 5.1530 -1.6838 -0.035 -0.075 0.044 0.291
C -5.0857 2.1346 7.4534 0.064 -0.068 -0.007 -0.906
C -5.8747 0.8982 7.8417 0.077 0.042 0.045 -0.217
O -5.0266 -0.1882 8.2045 0.003 -0.048 -0.021 -0.510
H -4.4121 1.9101 6.6259 -0.024 0.003 -0.023 0.186
H -5.7508 2.9448 7.1519 -0.007 0.003 0.011 0.323
H -4.4789 2.4863 8.2915 -0.034 0.032 0.013 0.319
H -6.4652 0.5416 6.9990 -0.011 -0.044 0.001 0.221
H -6.5623 1.1235 8.6640 -0.040 0.012 -0.038 0.323
H -4.4956 0.0810 8.9599 -0.003 0.022 0.008 0.286
C 5.8878 8.7873 -5.8489 0.031 -0.053 0.028 -0.899
C 5.0701 7.8570 -6.7246 -0.044 -0.026 0.168 -0.284
O 5.0098 6.5401 -6.1836 0.004 0.044 -0.067 -0.496
H 6.8983 8.3959 -5.7248 0.012 0.016 -0.027 0.198
H 5.9492 9.7886 -6.2774 -0.020 -0.005 -0.011 0.380
H 5.4378 8.8681 -4.8567 -0.027 0.064 -0.013 0.263
H 5.5254 7.7582 -7.7089 -0.009 -0.043 -0.019 0.288
H 4.0570 8.2505 -6.8606 0.022 0.038 -0.053 0.267
H 4.5985 6.5947 -5.3144 0.011 -0.041 0.023 0.288
C -7.1210 -2.3786 -1.4693 -0.067 -0.040 0.099 -1.047
C -6.6563 -3.1072 -0.2236 -0.055 -0.097 -0.131 -0.112
O -7.7157 -3.8407 0.3950 0.050 0.077 0.038 -0.503
H -7.9363 -1.6958 -1.2367 0.016 0.040 -0.010 0.220
H -6.3065 -1.8065 -1.9154 0.010 -0.013 -0.009 0.368
H -7.4891 -3.0855 -2.2174 0.047 0.002 -0.031 0.282
H -6.3059 -2.3979 0.5255 0.003 -0.015 0.040 0.208
H -5.8276 -3.7842 -0.4559 0.046 0.051 0.022 0.280
H -8.0328 -4.4886 -0.2411 -0.022 -0.015 0.007 0.281
C 0.9368 2.4471 2.5382 -0.071 -0.014 -0.003 -0.726
C 0.4393 3.4031 3.6059 -0.018 -0.129 0.066 -0.520
O -0.7897 2.9704 4.1827 0.034 0.054 -0.058 -0.481
H 0.1856 2.3336 1.7550 0.009 0.027 -0.016 0.291
H 1.8635 2.8052 2.0871 0.012 -0.003 0.020 0.306
H 1.1226 1.4596 2.9664 0.079 0.019 0.003 0.244
H 0.2386 4.3842 3.1785 -0.024 0.024 0.017 0.327
H 1.1952 3.5267 4.3888 0.033 0.047 -0.035 0.277
H -0.6439 2.1068 4.5812 -0.025 -0.016 0.005 0.276
C -11.5552 -1.9524 -3.9361 0.082 0.011 -0.028 -1.069
C -10.8580 -1.5105 -2.6630 -0.011 0.095 -0.075 -0.147
O -9.6665 -0.7754 -2.9273 -0.045 -0.050 -0.001 -0.504
H -10.8843 -2.5592 -4.5449 -0.004 -0.023 0.015 0.291
H -12.4484 -2.5366 -3.7110 -0.009 0.010 0.009 0.318
H -11.8553 -1.0877 -4.5326 -0.045 0.001 0.018 0.320
H -10.5483 -2.3753 -2.0771 0.027 0.007 0.033 0.248
H -11.5351 -0.9124 -2.0440 -0.021 -0.051 0.030 0.282
H -9.9055 0.0090 -3.4303 0.017 0.015 -0.006 0.274